Arrangement w

Formula: C5H5NOS
Source: OMol25
Level of theory: ωB97M-V/def2-TZVPD

```
13
C5H5NOS ωB97M-V/def2-TZVPD
C -0.296 1.120 -0.418
C -0.142 -0.293 -1.044
C -0.478 0.442 0.874
C 0.827 -0.323 1.036
C 1.194 -0.715 -0.391
H -0.385 -0.496 -2.124
H -2.091 -0.124 -0.477
H -1.025 0.846 1.684
H 1.016 -0.850 1.889
H 1.720 -1.718 -0.467
N -1.214 -0.599 0.007
O 1.917 0.264 0.324
S -1.043 2.445 -0.893
```

Its SMILES is S=C1[C@H]2N[C@@H]1[C@H]1O[C@H]12. The value obtained for the highest occupied orbital energy is -8.6 eV. As for the multiplicity: 1. The orbital gap comes out at 8.8 eV.

---

Arrangement x

Formula: C5H5NOS
Source: OMol25
Level of theory: ωB97M-V/def2-TZVPD

```
13
C5H5NOS ωB97M-V/def2-TZVPD
C 0.952 0.857 -0.048
C 1.296 -0.686 0.212
C -1.765 0.120 0.096
C 1.722 1.821 -0.567
C -2.711 -0.742 -0.038
N 0.253 -1.273 0.786
O 2.434 -0.985 -0.045
S -0.701 1.266 0.547
H 1.664 2.825 -0.726
H 2.630 1.363 -0.811
H -3.613 -0.689 -0.853
H -2.548 -1.737 0.261
H 0.388 -2.140 1.186
```

The value obtained for the highest occupied orbital energy is -8.4 eV. As for the multiplicity: 1. The orbital gap comes out at 6.8 eV.

---

Arrangement y

Formula: C5H5NOS
Source: OMol25
Level of theory: ωB97M-V/def2-TZVPD

```
13
C5H5NOS ωB97M-V/def2-TZVPD
C 1.154 -1.326 1.518
C -0.829 0.672 -0.275
C 0.182 -1.766 0.368
C 0.102 -0.353 -0.219
C -0.489 1.874 -1.038
N 1.460 -0.143 1.371
O -1.827 0.500 0.476
S 0.770 -1.492 -1.350
H 1.357 -1.902 2.345
H -0.678 -2.464 0.458
H 0.019 1.499 -2.040
H 0.163 2.459 -0.477
H -1.386 2.443 -1.138
```

The value obtained for the highest occupied orbital energy (alpha / beta) is -8.8 / -9.1 eV. As for the multiplicity: 1. The orbital gap (alpha / beta) comes out at 7.9 / 8.2 eV.

---

Q: Which of them is the least stable? A: arrangement x.

---

Arrangement w

Formula: C12H14NO2
Source: OMol25
Level of theory: ωB97M-V/def2-TZVPD

```
29
C12H14NO2 ωB97M-V/def2-TZVPD
C -2.865 -2.064 -0.855
C 0.182 -0.981 1.158
C -1.232 -0.799 0.890
C -1.626 -1.802 -0.061
C -0.524 -2.598 -0.149
C 1.004 -0.007 1.761
C 0.383 1.081 2.150
C -1.844 0.416 1.358
C -1.025 1.292 2.096
N 0.593 -2.190 0.581
H 1.513 -2.182 0.184
H 2.145 0.028 1.665
H -0.512 -3.343 -0.798
H 0.927 2.056 2.434
H -2.873 0.696 1.196
H -3.530 -1.087 -0.863
H -3.370 -2.757 -0.249
H -1.303 2.261 2.546
H -2.721 -2.458 -1.892
C 2.199 1.204 -1.293
C 0.765 0.695 -1.514
C 2.369 2.752 -0.901
O 1.481 3.432 -1.489
O 3.347 2.850 -0.205
H 2.815 0.427 -0.741
H 2.611 1.221 -2.356
H 0.215 0.787 -0.531
H 0.537 -0.313 -1.814
H 0.338 1.384 -2.308
```

The value obtained for the highest occupied orbital energy is -3.6 eV. As for the multiplicity: 1. The orbital gap comes out at 6.6 eV. The charge is -1.

---

Arrangement x

Formula: C12H14NO2
Source: OMol25
Level of theory: ωB97M-V/def2-TZVPD

```
29
C12H14NO2 ωB97M-V/def2-TZVPD
C -2.084 0.652 -2.473
C -1.311 -1.064 0.704
C -1.421 -1.151 -0.662
C -1.574 0.204 -1.165
C -1.338 0.987 -0.062
C -1.017 -2.190 1.551
C -0.970 -3.403 0.994
C -1.167 -3.526 -0.443
C -1.324 -2.438 -1.236
N -1.110 0.267 1.087
H -0.799 -1.894 2.570
H -0.738 -4.317 1.520
H -0.650 0.580 1.926
H -1.350 -4.532 -0.811
H -1.374 2.066 -0.089
H -1.358 -2.529 -2.319
H -2.908 0.021 -2.836
H -1.342 0.561 -3.281
H -2.468 1.668 -2.562
C 2.184 2.240 0.561
C 3.457 1.616 0.016
C 2.080 2.373 2.088
O 1.203 1.651 2.638
O 2.859 3.192 2.600
H 1.890 3.213 0.134
H 1.306 1.734 0.123
H 4.207 2.183 -0.552
H 3.179 0.880 -0.757
H 3.937 0.957 0.736
```

The value obtained for the highest occupied orbital energy is -4.3 eV. As for the multiplicity: 1. The orbital gap comes out at 7.4 eV. The charge is -1.

---

Q: Which of them is the least stable? A: arrangement w.

---

Arrangement w

Formula: C22H44Cl22
Source: OMol25
Level of theory: ωB97M-V/def2-TZVPD

```
88
C22H44Cl22 ωB97M-V/def2-TZVPD
Cl -1.481 -1.356 -2.726
C -3.264 -1.517 -3.118
C -3.644 -0.718 -4.426
Cl -5.351 -0.806 -4.762
H -3.800 -1.108 -2.262
H -3.579 -2.558 -3.193
H -3.261 -1.304 -5.261
H -3.269 0.303 -4.506
Cl 3.048 -4.393 3.380
C 1.580 -3.973 4.248
C 1.434 -2.414 4.301
Cl 2.486 -1.710 5.557
H 1.690 -4.381 5.253
H 0.685 -4.311 3.725
H 0.459 -2.008 4.571
H 1.708 -2.096 3.295
Cl -2.597 1.079 0.582
C -3.715 2.223 -0.151
C -5.096 1.492 -0.091
Cl -5.991 1.887 -1.596
H -3.358 2.498 -1.144
H -3.772 3.195 0.339
H -5.564 1.812 0.840
H -5.070 0.403 -0.092
Cl -0.852 2.189 -2.540
C 0.591 2.279 -3.605
C 0.254 2.800 -4.987
Cl -0.854 1.624 -5.958
H 0.878 1.227 -3.625
H 1.324 2.888 -3.076
H 1.142 2.954 -5.600
H -0.222 3.780 -4.957
Cl 2.871 4.400 0.237
C 4.580 4.140 -0.090
C 5.302 3.236 0.917
Cl 4.679 1.502 0.714
H 4.926 5.171 -0.163
H 4.801 3.728 -1.075
H 5.219 3.471 1.978
H 6.386 3.190 0.813
Cl -3.205 1.749 4.908
C -2.719 0.087 4.385
C -3.313 -0.891 5.367
Cl -2.513 -2.443 5.091
H -1.630 0.045 4.383
H -3.017 -0.037 3.344
H -4.377 -0.951 5.137
H -3.074 -0.624 6.396
Cl -0.511 -2.204 -6.507
C 0.459 -2.893 -5.144
C 1.456 -1.966 -4.493
Cl 2.663 -1.310 -5.618
H 0.863 -3.833 -5.520
H -0.283 -3.265 -4.437
H 1.934 -2.552 -3.707
H 0.962 -1.097 -4.058
Cl 6.861 -2.420 0.594
C 5.175 -2.615 1.078
C 4.567 -3.868 0.410
Cl 4.839 -3.935 -1.413
H 4.644 -1.722 0.747
H 5.242 -2.584 2.165
H 3.507 -3.868 0.665
H 4.829 -4.831 0.848
Cl -0.697 4.245 3.807
C 0.484 4.844 2.654
C -0.094 5.941 1.742
Cl -1.337 5.326 0.659
H 0.752 3.925 2.133
H 1.342 5.262 3.181
H 0.643 6.352 1.052
H -0.472 6.769 2.342
Cl -4.805 -2.560 -0.029
C -3.238 -3.356 0.137
C -2.257 -2.754 1.176
Cl -0.736 -3.683 1.237
H -2.850 -3.312 -0.881
H -3.411 -4.416 0.325
H -2.689 -2.686 2.174
H -2.066 -1.709 0.932
Cl 0.321 0.070 2.161
C 0.889 0.730 0.591
C 0.794 -0.282 -0.516
Cl 1.810 -1.699 -0.333
H 1.935 1.026 0.673
H 0.273 1.614 0.425
H 0.983 0.196 -1.477
H -0.239 -0.631 -0.531
```

Its SMILES is ClCCCl.ClCCCl.ClCCCl.ClCCCl.ClCCCl.ClCCCl.ClCCCl.ClCCCl.ClCCCl.ClCCCl.ClCCCl. The value obtained for the highest occupied orbital energy is -10.4 eV. As for the multiplicity: 1. The orbital gap comes out at 10.5 eV.

---

Arrangement x

Formula: C22H44Cl22
Source: OMol25
Level of theory: ωB97M-V/def2-TZVPD

```
88
C22H44Cl22 ωB97M-V/def2-TZVPD
Cl -0.919 -1.765 3.929
C -1.408 -2.233 5.611
C -0.180 -1.983 6.539
Cl 0.161 -0.165 6.623
H -1.792 -3.250 5.698
H -2.280 -1.636 5.876
H 0.674 -2.584 6.227
H -0.358 -2.233 7.585
Cl -4.016 2.328 0.183
C -5.363 1.097 0.554
C -4.935 -0.013 1.485
Cl -4.143 0.663 2.979
H -5.709 0.678 -0.391
H -6.274 1.616 0.855
H -4.185 -0.693 1.080
H -5.798 -0.668 1.596
Cl -1.801 4.623 -2.203
C -0.562 4.669 -0.950
C -0.069 6.149 -0.799
Cl 1.097 6.224 0.656
H 0.272 3.998 -1.155
H -0.887 4.325 0.032
H -0.845 6.896 -0.634
H 0.559 6.597 -1.569
Cl 3.700 2.115 -4.672
C 2.888 0.609 -4.471
C 1.361 0.786 -4.680
Cl 0.773 -0.897 -4.499
H 3.089 0.307 -3.443
H 3.273 -0.065 -5.236
H 1.035 1.186 -5.640
H 0.923 1.397 -3.891
Cl -2.690 0.692 -5.113
C -2.938 1.273 -3.452
C -4.246 2.197 -3.408
Cl -5.735 1.181 -3.353
H -2.100 1.931 -3.221
H -2.935 0.590 -2.603
H -4.314 2.836 -4.289
H -4.292 2.839 -2.528
Cl 2.039 1.990 3.476
C 0.358 2.174 2.781
C -0.600 2.022 3.918
Cl -0.928 3.513 4.859
H 0.271 1.305 2.129
H 0.193 2.935 2.018
H -0.262 1.332 4.691
H -1.563 1.707 3.516
Cl 6.918 3.171 -0.576
C 5.308 3.143 -1.431
C 4.369 1.946 -0.967
Cl 4.980 0.329 -1.413
H 5.501 3.071 -2.501
H 4.874 4.113 -1.186
H 3.386 2.159 -1.388
H 4.069 1.919 0.081
Cl 0.631 1.270 -0.791
C 0.625 -0.567 -0.619
C -0.627 -0.973 0.236
Cl -2.185 -0.752 -0.579
H 1.457 -0.780 0.053
H 0.789 -1.023 -1.595
H -0.710 -0.587 1.252
H -0.682 -2.045 0.425
Cl 2.601 -3.130 -1.713
C 4.044 -3.912 -2.398
C 3.806 -4.558 -3.746
Cl 5.332 -5.200 -4.414
H 4.477 -4.557 -1.633
H 4.649 -3.051 -2.684
H 3.350 -3.963 -4.537
H 3.155 -5.417 -3.578
Cl 3.491 -3.221 6.103
C 3.792 -3.000 4.391
C 3.058 -1.821 3.694
Cl 3.341 -1.812 1.922
H 3.425 -3.901 3.899
H 4.850 -2.922 4.142
H 3.428 -0.851 4.027
H 1.975 -1.920 3.765
Cl -2.687 -4.663 -1.705
C -4.114 -4.298 -0.708
C -4.852 -3.152 -1.495
Cl -6.324 -2.667 -0.724
H -3.882 -4.098 0.338
H -4.692 -5.211 -0.563
H -5.167 -3.440 -2.498
H -4.296 -2.218 -1.585
```

Its SMILES is ClCCCl.ClCCCl.ClCCCl.ClCCCl.ClCCCl.ClCCCl.ClCCCl.ClCCCl.ClCCCl.ClCCCl.ClCCCl. The value obtained for the highest occupied orbital energy is -10.5 eV. As for the multiplicity: 1. The orbital gap comes out at 10.6 eV.

---

Q: Which of them is the least stable? A: arrangement x.

---

Arrangement w

Formula: C5H13O2S
Source: OMol25
Level of theory: ωB97M-V/def2-TZVPD

```
21
C5H13O2S ωB97M-V/def2-TZVPD
C 0.247 -1.274 -1.104
O 0.586 -2.410 -0.453
C -1.157 -0.636 -0.681
C -1.311 0.791 -1.148
C -0.224 1.732 -0.725
S -0.334 2.015 1.124
C 1.333 1.406 1.631
H 0.021 -1.609 -2.148
H 1.089 -0.553 -1.209
H -1.186 -0.764 0.384
H -1.926 -1.287 -1.160
H -1.495 0.880 -2.240
H -2.283 1.135 -0.737
H -0.081 2.712 -1.206
H 0.736 1.264 -0.849
H 1.240 0.412 2.077
H 1.698 2.260 2.198
H 1.997 1.240 0.788
H -0.190 -2.720 2.399
H 0.639 -2.322 1.004
O 0.600 -2.272 2.054
```

The value obtained for the highest occupied orbital energy is -3.2 eV. As for the multiplicity: 1. The orbital gap comes out at 6.5 eV. The charge is -1.

---

Arrangement x

Formula: C5H13O2S
Source: OMol25
Level of theory: ωB97M-V/def2-TZVPD

```
21
C5H13O2S ωB97M-V/def2-TZVPD
C 1.043 1.634 -0.012
O 1.869 1.564 1.047
C 0.899 0.220 -0.737
C -0.251 0.114 -1.798
C -1.570 0.073 -1.108
S -2.078 -1.614 -0.580
C -0.984 -1.838 0.894
H 1.554 2.534 -0.584
H -0.026 1.957 0.145
H 0.861 -0.657 -0.047
H 1.795 -0.110 -1.217
H -0.273 1.004 -2.455
H 0.080 -0.826 -2.334
H -2.403 0.480 -1.751
H -1.443 0.864 -0.280
H -1.434 -2.637 1.481
H -0.997 -1.045 1.673
H 0.088 -1.691 0.672
H 0.773 0.137 3.055
H 1.532 0.221 1.609
O 0.964 -0.384 2.326
```

The value obtained for the highest occupied orbital energy is -3.2 eV. As for the multiplicity: 1. The orbital gap comes out at 6.5 eV. The charge is -1.

---

Q: Which of them is the least stable? A: arrangement x.